# C35H93AsF6N7NiO9

A structure of composition C35H93AsF6N7NiO9 (ωB97M-V/def2-TZVPD, the OMol25 dataset).

Output
- LUMO energy (spin up / spin down) (Ha) = -0.09769 / -0.15168
- strongest force on any atom (eV/Å) = 3.329
- spin multiplicity = 3
- net charge = +1
- ⟨S²⟩ = 2.004

Geometry as XYZ:
```
152
Properties=species:S:1:pos:R:3:forces:R:3
Ni -10.725060 23.751680 11.296690 -1.2839 0.3749 0.2937
As -13.567790 24.097180 8.881800 -1.3023 0.9810 -0.9045
F -12.773480 25.617040 8.302280 -0.7032 -2.0733 0.7575
F -12.338170 23.145920 7.955370 -1.2288 0.9076 1.0315
F -14.262100 22.587440 9.519470 0.8239 1.7062 -0.6243
F -14.745390 25.098180 9.868450 1.7959 -1.4812 -1.2819
F -14.638960 24.160060 7.451910 1.1679 -0.1440 1.7051
F -12.404920 24.142860 10.276990 -1.0819 0.2018 -0.5481
C -21.436460 29.689190 7.627920 -0.2426 0.9067 0.7287
C -20.891140 29.171360 8.978730 1.5034 -0.3402 -0.8693
C -21.779910 27.996120 9.359290 -0.7520 -0.6360 2.1848
C -21.180620 26.955830 10.353840 1.1510 0.2027 -1.0415
C -19.824560 26.424590 9.812050 -0.9919 0.9878 0.4517
C -18.893350 27.598830 9.472500 -0.0393 -0.2696 -0.1237
N -19.590070 28.587080 8.613850 -0.2785 -1.1746 -0.1233
O -18.719660 29.567100 8.039430 -0.1381 -0.4287 0.8507
C -18.350550 28.169970 10.774610 -0.0313 1.1638 -0.0600
C -17.761990 27.024850 8.650790 0.7475 -0.3451 -0.5533
C -20.737850 30.309710 10.056400 -0.2396 -0.6553 -0.8249
H -22.498110 29.912020 7.734510 -0.2038 -0.2363 -0.0806
H -21.260320 28.952590 6.844020 -0.1058 0.0576 0.1155
H -20.990800 30.646470 7.357560 0.2788 -0.1322 -0.0909
H -22.571420 28.456150 9.950880 -0.5744 0.0444 -0.3056
H -22.249910 27.465230 8.531430 0.3141 0.2826 -0.3037
H -21.803440 26.087380 10.568290 -0.4561 0.2622 -0.2384
H -21.008720 27.448690 11.310730 0.0619 0.0227 0.1038
H -19.949300 25.782490 8.940130 -0.1798 -0.0263 -0.0115
H -19.370650 25.861750 10.627700 0.2880 -0.2656 -0.2043
H -17.822890 27.491290 11.444730 0.1962 -0.2999 -0.3844
H -17.698610 28.982540 10.453990 0.2962 0.1485 0.4165
H -19.147650 28.617080 11.368590 -0.0304 0.0062 -0.0240
H -16.960350 27.725870 8.418340 0.1451 0.1395 0.4877
H -17.365310 26.138770 9.146370 0.2892 0.0873 0.1836
H -18.060900 26.675860 7.662380 -0.6007 -0.0565 -0.0379
H -20.919780 29.984480 11.080720 -0.4264 -0.0783 -0.0764
H -21.414810 31.104590 9.743380 0.0174 0.1814 0.5001
H -19.711880 30.677650 10.066700 -0.0800 0.1357 -0.3583
H -18.425200 29.090080 7.260100 0.2577 0.2956 -0.2723
C -17.293330 22.976190 5.514970 -2.5736 -0.0421 -0.0567
O -16.038210 22.496750 5.705070 1.8403 -0.4192 0.4507
H -17.826710 23.268160 6.419600 0.3843 0.6183 0.5570
H -17.311910 23.806040 4.808490 -0.3335 -0.0515 -0.2632
H -17.946850 22.147330 5.242960 0.1543 0.0045 -0.8960
H -15.547370 23.235600 6.072190 0.4612 -0.2584 0.1272
C -13.700090 20.395330 6.696290 0.2790 -0.5831 -0.4812
O -12.572260 19.823380 7.397090 -0.3099 0.6027 0.3596
H -14.220530 19.602110 6.159600 -0.1910 -0.0296 0.0338
H -14.408510 20.863190 7.379920 0.3921 -0.0840 0.1718
H -13.384570 21.114880 5.940780 0.0620 0.2150 0.1433
H -11.936450 19.499430 6.754900 -0.1624 -0.0183 -0.1716
C -13.696700 30.499610 7.957520 -1.1097 1.1446 -0.0914
C -14.045000 29.021240 8.019310 0.3952 0.8617 0.2034
C -14.585170 28.502400 6.702010 -0.1905 0.1007 0.0631
O -15.820610 29.051980 6.329560 -0.0017 0.4780 -0.1940
C -16.336640 28.385680 5.177810 -0.8318 0.4625 1.4269
N -12.739210 28.453840 8.285760 0.2962 -0.6959 0.1777
H -12.801240 30.719110 7.376080 0.1394 -0.4737 -0.1917
H -13.496430 30.931990 8.937840 -0.1393 -0.1930 0.1216
H -14.478120 31.090850 7.480090 -0.2333 0.0265 0.1413
H -14.714800 28.770680 8.841930 -0.1918 0.1999 0.0163
H -14.690550 27.419130 6.761350 0.2160 -0.3856 -0.0463
H -13.856180 28.777030 5.939610 0.3625 -0.2524 -0.3238
H -15.622860 28.322490 4.356460 -0.0227 -0.1390 0.0157
H -17.236360 28.940600 4.911980 0.1921 0.1259 -0.4163
H -16.702910 27.437330 5.570970 0.2547 -0.6526 -0.6728
H -12.257360 28.690360 7.430200 0.8550 -0.3366 0.0379
H -12.771060 27.447510 8.365640 -0.0273 0.0174 -0.1739
C -17.546810 24.727360 14.915030 1.3584 -0.9655 1.3931
C -16.336140 24.792610 13.956720 -1.1230 -2.4770 -0.7286
C -16.691230 23.984800 12.654150 -1.6010 1.1892 -0.5685
O -17.216990 22.683970 12.834180 0.2766 0.2326 -0.1204
C -16.308660 21.637080 12.764990 0.5559 -0.2991 0.7689
N -16.053060 26.162960 13.649790 -0.5454 0.6299 0.0287
H -17.229200 25.119770 15.881070 0.2221 0.1735 0.2152
H -17.767320 23.685020 15.145250 -0.5009 0.0372 -0.2831
H -18.441820 25.315300 14.711570 0.0580 -0.2178 -0.8872
H -15.449790 24.282300 14.333630 0.0051 0.0712 0.6813
H -15.993940 24.105300 11.825070 0.8669 -0.5119 0.2857
H -17.567020 24.432450 12.184360 -0.1708 0.8529 0.2514
H -16.854360 20.732960 13.034940 0.2094 -0.0300 -0.0123
H -15.502360 21.826990 13.473450 0.1855 -0.3029 0.5272
H -15.780120 21.480170 11.824710 -0.5311 0.2557 -0.6435
H -15.704640 26.587860 14.497230 0.5915 0.0725 0.3916
H -17.010660 26.467380 13.751930 -0.2853 1.2848 -1.0254
C -13.779980 24.737750 3.945340 -0.4341 -1.0381 -0.1821
C -13.048840 23.391810 3.974840 -0.7945 -0.1382 -1.1688
C -12.525750 22.915230 2.621880 0.7502 1.0469 -0.7072
O -11.831420 21.667300 2.718860 0.2112 0.3993 0.8175
C -11.344540 21.125180 1.494840 -0.5157 1.1933 -0.0404
N -11.969850 23.521720 4.954990 -0.4751 -0.7502 -0.8773
H -14.715580 24.643190 3.394150 0.0771 0.2058 -0.3628
H -13.152170 25.544770 3.567630 -0.0725 -0.0024 0.0869
H -14.102260 24.915680 4.971290 0.2163 0.4143 0.1134
H -13.777540 22.590950 4.100200 -0.3673 -0.0543 1.4301
H -11.972330 23.789910 2.280170 1.3651 -0.2863 -0.3860
H -13.272240 22.846920 1.830560 -0.7455 -0.2820 0.3295
H -12.173220 21.202080 0.790930 0.0346 -0.5297 -0.3898
H -10.968500 20.109080 1.614130 -0.3749 0.0897 0.2939
H -10.537500 21.736490 1.090990 0.2011 0.1161 0.0277
H -12.436780 23.582290 5.848530 0.2772 -0.1360 0.3041
H -11.539170 22.612820 4.862810 0.6784 -0.2209 0.6768
C -9.225600 21.974100 7.857320 1.2244 0.0174 -1.3700
C -9.256400 22.806420 9.111880 0.2257 0.5143 -1.0985
C -9.460620 24.342260 8.819820 2.1546 -0.2003 0.7184
O -9.684070 25.023560 10.093000 0.6977 -0.4167 -0.1094
C -9.352930 26.431550 10.133710 -0.8380 0.9675 -0.1511
N -10.382920 22.363450 9.850070 -1.2225 -0.8486 1.3003
H -10.090290 22.173950 7.224480 0.0846 0.1619 -0.1237
H -9.161690 20.891510 7.966880 -0.3821 -0.0630 0.8629
H -8.293480 22.130930 7.314510 -0.1354 0.5409 -0.4016
H -8.413680 22.522140 9.742050 0.6335 1.0431 -0.2019
H -10.191560 24.686920 8.088370 -0.3719 -0.7053 0.0753
H -8.478030 24.662390 8.473230 0.0013 0.2719 -0.2080
H -8.687890 26.760790 9.335320 0.1110 -0.6207 -0.1020
H -8.937340 26.794000 11.073920 0.1604 -0.8779 0.2210
H -10.262980 27.021660 10.025650 -0.2405 -0.1742 -0.2042
H -10.197550 21.406310 10.113930 0.0399 -0.2913 0.5381
H -11.052980 22.222600 9.107580 -1.3855 0.3123 0.3011
C -11.776320 25.168410 15.166180 -0.3549 -0.9811 0.7239
C -11.386030 24.197150 14.007120 -1.3056 1.2440 0.9884
C -12.518630 23.176680 13.660780 2.6854 1.1916 -0.5382
O -11.965160 22.444990 12.521890 -0.8074 -0.6955 0.9591
C -12.787270 21.241810 12.334270 0.8495 0.3623 -0.3995
N -11.229900 25.067910 12.814060 2.0972 -1.8823 0.5747
H -11.074480 25.962880 15.419840 0.1652 0.2851 -1.0441
H -11.806730 24.733290 16.165100 -0.3230 -0.8355 -0.1157
H -12.778070 25.551830 14.972310 0.1203 0.3571 -0.0248
H -10.454050 23.704330 14.283970 -0.0075 -0.2961 -0.3241
H -13.368630 23.728500 13.259410 -0.4452 -0.1648 0.5953
H -12.643630 22.539070 14.535950 -0.5784 -0.1919 -0.3181
H -13.802150 21.508930 12.039700 0.2386 0.0730 0.0144
H -12.776420 20.690070 13.274250 -0.0871 -0.0418 -0.0699
H -12.316490 20.641420 11.555810 -0.0934 0.0929 0.0184
H -10.606710 25.797940 13.128360 0.7491 0.2606 -0.4804
H -12.066380 25.633640 12.795370 -1.6013 0.5369 -1.0714
C -14.221990 29.045150 12.081710 1.0456 -0.6205 -1.2500
C -12.940670 28.105230 12.143990 -3.2827 -0.4773 -0.2840
C -12.032370 28.515060 13.201150 0.7443 0.0061 1.3463
O -10.759230 27.885130 13.029780 0.2412 0.7422 -0.7364
C -9.859380 28.428460 13.941350 1.5068 -0.0663 0.7157
N -13.430510 26.743080 12.359560 0.6384 -1.0484 0.1283
H -14.937610 28.553860 11.422440 0.2176 0.1012 -0.5355
H -13.887530 29.979370 11.630630 -0.5174 0.2968 0.2274
H -14.862900 29.163560 12.955390 0.8368 0.1682 0.6399
H -12.387670 28.101320 11.204700 -0.2415 0.3709 -0.2256
H -12.320760 28.201750 14.204520 -0.7668 0.0407 0.1794
H -12.037450 29.604930 13.217450 0.8597 0.2098 -0.0713
H -8.835810 28.066900 13.842990 -0.0549 -0.7235 -0.6661
H -10.109160 28.120480 14.956660 -0.3670 0.5335 0.3363
H -9.674260 29.496990 13.831470 -0.7755 0.2890 0.1854
H -14.208440 26.696400 13.002010 -0.1634 0.4076 0.1929
H -13.849020 26.345930 11.530580 0.0877 0.1065 -0.4934
```
Positions in Å, forces in eV/Å.